ORCA calculation (ωB97M-V/def2-TZVPD) on a 23-piece molecular cluster, C15H66BNO29 overall in a non-equilibrium geometry.

The calculation puts the HOMO energy at -0.3371 hartree. The HOMO-LUMO gap is 8.129 eV. As for the total energy: -2872.52658 hartree. The molar mass comes out at 735.5 g/mol. Its LUMO energy is -0.038 Eh.

The geometry in ORCA input format:
```
! RIJCOSX wB97M-V def2-TZVPD def2/J DEFGRID3
* xyz 0 1
C 2.78820 -2.55286 1.54617
C 2.61422 -1.09761 1.11043
C 1.21644 -0.63191 0.98196
C 0.90813 0.74777 0.19980
N -0.49226 1.21814 0.09104
C -1.07443 1.41288 1.51196
C -2.14254 0.22492 1.75795
C -2.11362 -0.68035 0.54277
C -1.40725 0.14777 -0.55859
C -0.63163 2.58128 -0.59726
C -0.22363 2.61932 -2.09275
C -0.11309 4.11619 -2.63641
H 3.69883 -2.88628 1.92530
H 2.52632 -3.49174 1.05007
H 2.06857 -2.75527 2.25951
H 2.99063 -1.06095 -0.00074
H 3.09404 -0.33713 1.76127
H 0.64400 -0.48713 1.98148
H 0.62652 -1.34159 0.43486
H 1.43974 0.68767 -0.80844
H 1.35007 1.41288 0.64150
H -1.46101 2.37722 1.87323
H -0.34257 1.41255 2.35496
H -3.08394 0.86452 1.83664
H -1.91897 -0.34998 2.45265
H -3.11254 -0.92226 0.27114
H -1.51994 -1.54946 0.60726
H -2.40297 0.63981 -1.03015
H -0.70352 -0.48761 -1.15025
H -0.16279 3.27009 -0.04304
H -1.68230 2.96310 -0.63341
H -0.66047 2.08401 -2.70326
H 0.95313 2.39685 -2.18893
H -1.17049 4.36920 -2.96332
H 0.50728 4.23587 -3.53363
H 0.22870 4.81043 -1.76966
O 1.45580 -5.58306 -0.67256
C 0.87836 -5.49043 0.38055
O 1.27108 -6.28313 1.35672
B 0.36831 -6.09670 2.46175
O -0.54490 -5.02591 2.03990
C -0.23023 -4.75990 0.85414
O -0.78030 -3.86520 0.21726
O 1.05039 -5.89679 3.74525
C 0.74200 -6.82721 4.54176
O 1.27761 -6.95425 5.56872
C -0.22571 -7.69845 3.84135
O -0.51103 -7.29220 2.69193
O -0.92577 -8.48653 4.33880
O -3.82327 3.23060 2.55272
H -3.66370 4.10054 2.31455
H -3.39650 3.07911 3.38581
O 0.19119 3.47627 5.35135
H 0.56946 3.37784 4.36904
H -0.73099 3.01799 5.29200
O -6.03606 1.54621 1.19022
H -5.19947 1.66430 1.45721
H -6.43684 2.39240 1.21996
O -3.91277 -1.04766 -2.73985
H -4.68568 -1.10497 -2.26742
H -3.24834 -1.60589 -2.26648
O 2.45882 5.85532 -4.12472
H 2.32198 6.25966 -4.88435
H 2.12354 6.62723 -3.46705
O -5.45134 -2.51139 0.49766
H -6.18102 -3.06943 0.43125
H -4.96159 -2.86042 1.19485
O 0.42969 0.68756 -4.88689
H 0.45937 0.36539 -5.81245
H -0.52750 0.55995 -4.70535
O 0.64402 3.53544 2.78034
H 0.47017 4.52466 2.82986
H 1.46817 3.31906 2.47034
O -2.44944 -3.19554 -1.99164
H -1.93895 -3.53750 -1.26938
H -2.31264 -3.71756 -2.80095
O 3.87174 -3.11000 5.59419
H 3.66281 -2.19336 5.60689
H 4.17558 -3.20349 4.71155
O -3.69619 4.70714 -2.42059
H -3.93229 3.83135 -1.98827
H -3.49453 5.23225 -1.76061
O -0.06458 -3.02202 4.33423
H 0.38424 -3.42904 5.15082
H -0.54718 -3.78351 3.84291
O 2.92130 3.26961 -5.69053
H 2.27912 3.60951 -6.44326
H 2.92639 3.96632 -4.89269
O 4.69540 0.92058 -1.95550
H 5.15293 0.16190 -2.24679
H 3.72809 0.49106 -2.36812
O 5.73955 -3.06737 -0.09370
H 5.84058 -2.48488 -0.88901
H 5.48390 -3.80709 -0.69334
O 0.79511 -2.24736 -2.05333
H 0.60126 -2.52732 -1.06686
H 0.11890 -2.50753 -2.62963
O 2.32028 -0.18070 -3.21426
H 1.76562 -0.87730 -2.93286
H 1.72179 0.27708 -3.85545
O 0.22116 -0.28386 4.50856
H -0.02567 -0.13736 5.37326
H -0.04915 -1.13625 4.27473
O 3.64074 2.54419 2.30535
H 3.81262 2.24105 3.17051
H 4.35708 2.30482 1.83107
O -2.11415 2.78022 -5.84784
H -2.87646 3.04918 -5.31034
H -1.54503 3.55536 -5.82591
O -0.79399 5.21350 -6.19490
H -1.39138 5.29260 -6.78672
H -0.92635 5.88097 -5.51187
*
```

Results of the Löwdin charge analysis, in e, for atoms 1 through 8: number 1, C, carries -0.070; number 2, C, carries -0.206; number 3, C, carries -0.153; number 4, C, carries -0.071; number 5, N, carries -0.147; number 6, C, carries -0.073; number 7, C, carries -0.070; number 8, C, carries -0.142

=====

ORCA calculation (ωB97M-V/def2-TZVPD) on one molecule with the formula C21H30N4O.

The calculation puts the HOMO energy at -0.2777 hartree. The HOMO-LUMO gap is 8.175 eV. The structure (SMILES) is CCCc1cc(C(=O)N2CCC[C@@H](Nc3ccc(C)c(C)c3)C2)n(C)n1. As for the total energy: -1112.49807 hartree. The molar mass comes out at 354.5 g/mol. Its LUMO energy is 0.023 Eh.

The geometry in ORCA input format:
```
! RIJCOSX wB97M-V def2-TZVPD def2/J DEFGRID3
* xyz 0 1
C -5.28450 -3.99255 1.26949
C -4.75953 -2.58086 1.04502
H -5.44594 -1.85822 1.49108
H -3.78994 -2.46744 1.53629
C -4.60958 -2.26547 -0.44744
C -4.10170 -0.88103 -0.65424
N -4.90349 0.11801 -0.99466
N -4.15362 1.20394 -1.07995
C -2.85846 0.95115 -0.76430
C -2.79241 -0.40844 -0.49163
H -1.92751 -0.99086 -0.24903
C -1.81413 1.98810 -0.88350
O -1.82990 2.80284 -1.79688
N -0.82774 1.98584 0.04408
C -0.80048 1.15314 1.22997
H -0.32647 0.18695 1.01165
C -0.00366 1.84632 2.32847
C 1.45407 2.00550 1.89663
H 1.98693 1.06456 2.04606
H 1.93776 2.76074 2.51662
C 1.56380 2.39230 0.39927
N 1.92006 1.28436 -0.45168
C 3.10704 0.59195 -0.37192
C 4.22298 1.07528 0.30909
C 5.40095 0.35258 0.30311
C 5.51766 -0.85772 -0.36252
C 4.40259 -1.35185 -1.04733
C 3.22363 -0.62964 -1.03956
H 2.36310 -1.01328 -1.57258
C 4.47893 -2.65556 -1.78306
H 4.73569 -3.46663 -1.10197
H 3.52891 -2.88899 -2.25728
H 5.24894 -2.61491 -2.55280
C 6.81063 -1.61616 -0.34751
H 7.55987 -1.08337 0.23287
H 6.67520 -2.60572 0.08940
H 7.19104 -1.75140 -1.36002
H 6.25541 0.74565 0.83652
H 4.17932 2.01321 0.83965
H 1.14590 0.76956 -0.84106
C 0.23732 2.96370 -0.09499
H 0.30066 3.22339 -1.15462
H -0.00468 3.87620 0.46183
H 2.33115 3.16658 0.27819
H -0.44965 2.82009 2.53646
H -0.06095 1.25343 3.24204
H -1.82551 0.96157 1.55900
C -4.74936 2.46440 -1.41981
H -5.66915 2.26244 -1.96434
H -4.98649 3.03524 -0.51816
H -4.05855 3.03676 -2.03685
H -3.91778 -2.97982 -0.90027
H -5.57934 -2.35677 -0.93769
H -4.60393 -4.72599 0.84192
H -5.38704 -4.19800 2.33264
H -6.25803 -4.11507 0.80027
*
```

Results of the Löwdin charge analysis, in e, for atoms 1 through 8: number 1, C, carries -0.119; number 2, C, carries -0.264; number 3, H, carries 0.111; number 4, H, carries 0.105; number 5, C, carries -0.163; number 6, C, carries -0.303; number 7, N, carries 0.139; number 8, N, carries -0.143

=====

ORCA calculation (ωB97M-V/def2-TZVPD) on C25H22N5O4Rb as an isolated structure.

The calculation puts the HOMO energy at -0.2426 hartree. The HOMO-LUMO gap is 6.735 eV. As for the total energy: -1564.70766 hartree. The molar mass comes out at 542.0 g/mol. Its LUMO energy is 0.005 Eh.

The geometry in ORCA input format:
```
! RIJCOSX wB97M-V def2-TZVPD def2/J DEFGRID3
* xyz 0 1
Rb 0.46918 -0.66602 -0.91758
O 3.32254 -6.22758 0.28555
C 2.00943 -6.57091 0.16153
C 1.63123 -7.91116 0.23406
C 0.31188 -8.28681 0.05800
C -0.64856 -7.32145 -0.21022
C -0.26401 -5.99495 -0.29032
C 1.05218 -5.58469 -0.08661
C 1.33023 -4.10519 -0.20045
O 0.68067 -3.47174 -1.05906
N 2.23210 -3.65852 0.68520
N 2.36361 -2.31702 0.63882
C 3.28828 -1.80225 1.36168
C 3.46900 -0.34999 1.42245
C 4.52499 0.16926 2.18157
C 4.70566 1.53559 2.25697
C 3.82884 2.36905 1.57579
C 2.81093 1.77459 0.84885
N 2.62163 0.46139 0.76270
H 3.83477 -7.03544 0.39832
H 2.39078 -8.66396 0.42037
H 0.04082 -9.33322 0.11868
H -1.68260 -7.60185 -0.36245
H -0.98653 -5.22447 -0.52553
H 3.94746 -2.44131 1.95091
H 5.18763 -0.51145 2.69911
H 5.52031 1.94824 2.83867
H 3.93023 3.44500 1.60316
H 2.09977 2.39058 0.30363
O -5.35395 4.16018 -2.94616
C -4.90541 3.04283 -3.69352
C -3.54524 2.63747 -3.20123
C -2.61487 2.06559 -4.05897
C -1.38995 1.66491 -3.54878
N -1.03968 1.80407 -2.27247
C -1.93578 2.36464 -1.45284
C -3.18770 2.79288 -1.86985
C -1.52669 2.55216 -0.02884
C -1.55843 3.82365 0.53029
C -1.15785 3.98300 1.84769
C -1.13608 5.32951 2.51423
O -1.82582 6.26857 1.71181
C -0.74638 2.85357 2.54564
C -0.75133 1.62898 1.90199
N -1.13645 1.46577 0.63725
H -6.27482 4.32907 -3.16293
H -4.85075 3.27146 -4.76267
H -5.58986 2.19512 -3.56771
H -2.83184 1.93655 -5.11160
H -0.64633 1.22357 -4.20353
H -3.87217 3.24910 -1.16833
H -1.88130 4.67368 -0.05326
H -0.09225 5.63126 2.66078
H -1.59812 5.24034 3.50366
H -1.71713 7.14273 2.09472
H -0.42406 2.92204 3.57714
H -0.43222 0.73359 2.42374
*
```

Results of the Löwdin charge analysis, in e, for atoms 1 through 8: number 1, Rb, carries 0.876; number 2, O, carries 0.052; number 3, C, carries -0.265; number 4, C, carries -0.039; number 5, C, carries -0.101; number 6, C, carries -0.100; number 7, C, carries -0.031; number 8, C, carries -0.079

=====

ORCA calculation (ωB97M-V/def2-TZVPD) on a 11-piece molecular cluster, C16H48F6N16O10P overall in a non-equilibrium geometry.

The calculation puts the HOMO energy at -0.2740 hartree. The HOMO-LUMO gap is 9.577 eV. As for the total energy: -3208.17154 hartree. The molar mass comes out at 769.6 g/mol. Its LUMO energy is 0.078 Eh.

The geometry in ORCA input format:
```
! RIJCOSX wB97M-V def2-TZVPD def2/J DEFGRID3
* xyz -1 1
P 20.78810 -12.59299 -13.92564
F 20.78993 -12.08418 -15.50318
F 19.24144 -12.17326 -13.82494
F 20.33129 -14.08451 -14.31705
F 20.81438 -13.10282 -12.37191
F 22.34914 -12.89605 -14.06212
F 21.14929 -11.05731 -13.53493
C 17.76853 -15.72992 -11.33446
O 16.86803 -15.41341 -10.57245
N 18.25340 -14.98891 -12.36628
N 18.52710 -16.86477 -11.19825
H 19.08868 -15.18945 -12.88704
H 17.79942 -14.11760 -12.56960
H 18.25175 -17.55004 -10.52407
H 19.19187 -16.97510 -11.95030
C 22.82056 -16.32304 -17.18158
O 23.60774 -17.10425 -17.67338
N 23.19795 -15.44393 -16.18937
N 21.52584 -16.11261 -17.58732
H 22.47902 -14.99391 -15.64993
H 24.09604 -15.66953 -15.79228
H 21.08976 -16.83496 -18.13087
H 20.95262 -15.33482 -17.32275
C 21.71791 -17.19281 -13.13320
O 20.55979 -17.30216 -13.52077
N 22.52472 -18.26935 -12.96275
N 22.24299 -16.03765 -12.62277
H 22.19275 -19.18909 -13.18013
H 23.47180 -18.18239 -12.64469
H 21.77786 -15.15549 -12.50905
H 23.18114 -16.09389 -12.26783
C 23.92693 -9.89516 -15.79454
O 25.08193 -9.66087 -16.13269
N 23.20799 -10.92405 -16.33756
N 23.29111 -9.19385 -14.82228
H 22.29629 -11.23094 -16.02176
H 23.56679 -11.29544 -17.19807
H 22.40600 -9.51766 -14.47051
H 23.76053 -8.46631 -14.31960
C 24.12858 -12.36032 -10.97569
O 25.03310 -12.34256 -10.15362
N 24.05784 -11.50293 -12.03528
N 23.12526 -13.29853 -10.95126
H 23.25396 -11.63098 -12.63233
H 24.63942 -10.68826 -12.01258
H 23.15313 -13.99554 -10.23189
H 22.29297 -13.14184 -11.50480
C 20.47282 -7.90281 -11.33368
O 20.88797 -7.45100 -12.38715
N 19.82432 -7.12381 -10.41315
N 20.57837 -9.21031 -10.95161
H 19.42600 -7.48811 -9.56800
H 19.59900 -6.18549 -10.68534
H 19.97097 -9.56296 -10.23610
H 21.02298 -9.81885 -11.61734
C 26.53095 -13.74907 -14.71238
O 27.03888 -14.60758 -15.41197
N 25.24499 -13.32367 -14.84483
N 27.14205 -13.20540 -13.60328
H 24.89648 -12.69369 -14.14300
H 24.61657 -13.50690 -15.60421
H 26.69408 -12.39353 -13.21696
H 28.08729 -13.40617 -13.34694
C 19.94124 -8.84232 -16.50480
O 20.23016 -7.79576 -17.06860
N 20.03903 -10.05534 -17.11856
N 19.57606 -8.89735 -15.18547
H 20.46008 -10.05283 -18.02828
H 19.95612 -10.92033 -16.60100
H 19.51201 -8.04624 -14.66054
H 19.45771 -9.81506 -14.79400
C 17.88005 -11.49380 -10.84387
C 17.39484 -10.48883 -11.90192
C 16.41412 -9.55813 -11.13214
O 16.57902 -9.84792 -9.75931
C 17.02976 -11.18165 -9.60109
H 18.96676 -11.43668 -10.82368
H 17.68272 -12.50810 -11.19275
H 16.75101 -10.82904 -12.71320
H 18.23981 -9.90118 -12.25081
H 15.38099 -9.64365 -11.47803
H 16.73988 -8.53756 -11.35022
H 16.22454 -11.90891 -9.47625
H 17.66104 -11.25475 -8.71333
C 17.32697 -13.16912 -16.29493
C 16.71502 -13.67745 -17.62125
C 16.37048 -15.11858 -17.21606
O 15.76359 -14.96081 -15.94921
C 16.42596 -13.89484 -15.28500
H 17.32543 -12.09152 -16.15419
H 18.33592 -13.57457 -16.20843
H 17.39578 -13.60292 -18.46629
H 15.76517 -13.16646 -17.78698
H 17.30753 -15.68555 -17.14707
H 15.60804 -15.56670 -17.85017
H 16.98546 -14.30476 -14.43977
H 15.66573 -13.28099 -14.78839
*
```

Results of the Löwdin charge analysis, in e, for atoms 1 through 8: number 1, P, carries 0.210; number 2, F, carries -0.201; number 3, F, carries -0.129; number 4, F, carries -0.135; number 5, F, carries -0.165; number 6, F, carries -0.129; number 7, F, carries -0.161; number 8, C, carries -0.675